# 1
44
Properties=species:S:1:pos:R:3 method="wB97M-V/def2-TZVPD" orbital_gap_ev="9.456 / 5.527" lumo_energy_ev="-0.7852 / -4.7104" energy_ha=-1014.30677 spin_multiplicity=2 homo_energy_ev="-10.2413 / -10.2377"
C 2.9341 -1.7034 0.6414
O 2.6245 -1.7548 -0.6841
C 2.8336 -0.1893 1.0997
C 1.3679 0.1889 0.9252
C 1.0826 1.4111 0.1613
C 1.4701 2.6436 0.4933
N 0.3629 1.2063 -1.0304
H 3.9586 -2.0714 0.6416
H 2.3367 -2.4884 1.2745
H 3.4767 0.4224 0.4465
H 3.2498 0.0026 2.0312
H 0.7881 -0.6937 0.6004
H 0.8370 0.2380 1.9812
H 1.2869 3.5562 -0.1292
H 2.0379 2.8345 1.3075
H -0.0989 0.3422 -1.2922
H 0.6127 1.8293 -1.8040
H -1.4212 -0.2545 3.2069
H -0.4742 0.9883 3.1895
O -1.2431 0.6089 3.6475
H -2.0505 1.6881 2.5530
H -1.6658 1.6165 1.0462
O -2.1065 2.1714 1.6877
H -3.5665 1.2130 1.0837
H -3.5738 0.8378 -0.3480
O -3.8747 0.4507 0.5552
H -2.6822 -0.4744 1.4014
H -1.6668 -1.5382 1.0780
O -2.1830 -1.2242 1.8004
H -2.8711 -1.1160 -2.2679
H -1.2394 -0.8470 -2.4885
O -2.1685 -0.6440 -2.7547
H 3.6467 -0.9249 -2.3570
H 2.4101 -0.2082 -2.6719
O 3.2867 -0.4550 -3.0795
H -0.4026 -1.9848 -1.0203
H -1.5035 -3.0345 -0.3414
O -0.9562 -2.3057 -0.1425
H 1.7611 -1.4594 -1.1665
H 0.5643 -1.7654 -2.7637
O 0.4012 -1.3234 -1.9568
H -1.9872 1.7847 -1.1182
H -2.7161 0.7200 -1.9108
O -2.8788 1.7064 -1.5256

---

# 2
45
Properties=species:S:1:pos:R:3 method="wB97M-V/def2-TZVPD" orbital_gap_ev=8.550 lumo_energy_ev=0.0527 smiles="CCSSCCC=O.O.O.O.O.O.O.O.O.O" energy_ha=-1755.97057 homo_energy_ev=-8.4978
C 1.6218 0.7173 -3.0889
C 1.0861 1.0177 -1.7356
S 2.0961 2.1963 -0.8046
S 1.0654 2.7522 0.9315
C 1.0330 1.4882 2.1891
C -0.2200 0.6719 2.2615
C -1.2013 0.5298 1.1790
O -0.9781 -0.3728 0.3793
H 2.7510 0.4492 -2.8854
H 1.3407 1.4394 -3.8179
H 1.2055 -0.2735 -3.4137
H 0.0108 1.4887 -1.7508
H 0.8645 0.1074 -1.1182
H 1.8916 0.8626 2.0397
H 1.1873 2.0904 3.0976
H -0.7098 0.9126 3.2792
H 0.2114 -0.4038 2.5691
H -1.9142 1.3820 0.8115
O -2.1438 1.5780 -2.6038
H -2.2119 1.0608 -3.4550
H -2.6206 2.3687 -2.8307
O 0.3366 -2.0461 3.5185
H 0.6253 -2.4052 2.6515
H 1.2082 -1.8980 3.9553
O -1.9643 -1.4219 2.4978
H -2.1403 -2.3105 2.6980
H -1.4126 -1.2503 3.2819
O -2.8429 -0.8943 -1.5339
H -2.1466 -0.6420 -0.9153
H -3.1213 -0.1692 -2.0903
O 3.4579 -1.3157 3.6224
H 2.9544 -1.5144 2.6246
H 3.6683 -0.3719 3.5308
O -2.1240 -0.0864 -4.7337
H -1.3235 -0.5215 -4.7885
H -2.8848 -0.8067 -4.5577
O -0.0637 -2.7099 0.9031
H -0.3206 -3.4508 0.4141
H -0.5829 -2.0149 0.6423
O 2.5081 -1.5665 1.1950
H 3.3000 -2.0579 0.8001
H 1.7619 -1.8562 0.7730
O -3.5525 -2.5104 -3.5553
H -3.4320 -3.3113 -2.9544
H -3.7266 -1.8590 -2.9664